Entry 1:
{"formula": "C35H66Cl36F5IInO2", "method": "ωB97M-V/def2-TZVPD", "de_lowest_kcal_mol": 0.0, "orbital_gap_ev": 6.223, "lumo_ha": 0.0411, "total_charge": -1, "multiplicity": 1, "total_energy_ev": -519129.5342, "e_homo_ev": -5.10, "elements": ["C", "C", "C", "F", "In", "C", "C", "C", "C", "C", "C", "C", "C", "C", "O", "C", "C", "C", "O", "I", "C", "F", "F", "C", "F", "F", "H", "H", "H", "H", "H", "H", "H", "H", "H", "H", "H", "H", "H", "H", "H", "H", "H", "H", "H", "H", "H", "H", "H", "H", "H", "H", "H", "H", "H", "H", "C", "Cl", "Cl", "H", "H", "C", "Cl", "Cl", "H", "H", "C", "Cl", "Cl", "H", "H", "C", "Cl", "Cl", "H", "H", "C", "Cl", "Cl", "H", "H", "C", "Cl", "Cl", "H", "H", "C", "Cl", "Cl", "H", "H", "C", "Cl", "Cl", "H", "H", "C", "Cl", "Cl", "H", "H", "C", "Cl", "Cl", "H", "H", "C", "Cl", "Cl", "H", "H", "C", "Cl", "Cl", "H", "H", "C", "Cl", "Cl", "H", "H", "C", "Cl", "Cl", "H", "H", "C", "Cl", "Cl", "H", "H", "C", "Cl", "Cl", "H", "H", "C", "Cl", "Cl", "H", "H", "C", "Cl", "Cl", "H", "H"], "xyz": [[7.356, -2.235, 0.771], [6.258, -1.320, 0.187], [6.804, 0.067, -0.169], [7.892, 0.370, 0.686], [5.205, 1.647, -0.150], [3.254, 0.536, -0.138], [3.146, -0.501, -1.275], [2.387, -1.778, -0.836], [1.059, -2.059, -1.569], [-0.183, -1.389, -0.968], [-0.019, 0.120, -0.790], [-1.304, 0.966, -0.967], [-1.885, 1.460, 0.362], [-2.091, 0.368, 1.397], [-2.803, -0.754, 0.889], [-2.612, -1.898, 1.698], [5.208, 2.863, 1.755], [6.539, 3.110, 2.334], [6.833, 2.997, 3.490], [8.099, 3.780, 0.958], [5.330, 2.993, -1.977], [6.154, 2.393, -2.883], [5.919, 4.226, -1.691], [3.970, 3.313, -2.601], [3.661, 2.338, -3.485], [3.037, 3.441, -1.639], [7.445, -2.097, 1.839], [8.271, -2.022, 0.231], [7.045, -3.256, 0.560], [5.400, -1.244, 0.852], [5.950, -1.790, -0.743], [7.136, -0.006, -1.200], [2.494, 1.304, -0.194], [3.242, 0.032, 0.823], [2.640, -0.052, -2.125], [4.133, -0.778, -1.631], [3.036, -2.623, -1.065], [2.173, -1.796, 0.229], [0.880, -3.132, -1.463], [1.135, -1.883, -2.640], [-0.982, -1.538, -1.683], [-0.469, -1.904, -0.056], [0.416, 0.294, 0.187], [0.646, 0.445, -1.579], [-2.040, 0.454, -1.578], [-1.014, 1.849, -1.532], [-1.167, 2.170, 0.765], [-2.861, 1.903, 0.153], [-1.118, 0.123, 1.824], [-2.702, 0.784, 2.204], [-3.555, -2.142, 2.192], [-1.873, -1.748, 2.482], [-2.303, -2.738, 1.080], [4.562, 2.401, 2.495], [4.782, 3.851, 1.571], [4.030, 4.260, -3.153], [5.315, 7.115, -2.526], [4.421, 8.252, -1.499], [4.642, 7.037, -4.157], [6.345, 7.442, -2.591], [5.261, 6.129, -2.082], [-3.259, 5.068, -0.708], [-3.788, 3.676, -1.661], [-1.495, 5.201, -0.677], [-3.671, 5.966, -1.150], [-3.616, 4.954, 0.308], [-1.964, 6.842, -3.781], [-2.872, 7.938, -2.728], [-2.568, 6.890, -5.444], [-0.923, 7.141, -3.779], [-2.063, 5.831, -3.405], [10.966, 0.200, -0.334], [10.668, -1.505, 0.012], [11.869, 0.415, -1.846], [10.008, 0.703, -0.419], [11.543, 0.624, 0.478], [-3.898, -3.003, -3.103], [-3.576, -2.046, -1.659], [-2.902, -2.478, -4.474], [-3.674, -4.041, -2.892], [-4.941, -2.893, -3.372], [-6.873, -4.841, -0.367], [-6.427, -5.123, -2.057], [-5.684, -3.851, 0.487], [-7.828, -4.332, -0.341], [-6.945, -5.796, 0.131], [8.135, -5.713, 2.226], [7.196, -4.589, 3.207], [7.484, -5.850, 0.591], [9.156, -5.357, 2.160], [8.108, -6.688, 2.698], [5.647, 11.553, 0.154], [4.996, 13.088, -0.440], [5.903, 11.588, 1.902], [4.946, 10.762, -0.081], [6.596, 11.366, -0.334], [9.443, -2.478, -3.870], [8.723, -1.661, -2.485], [8.666, -4.038, -4.196], [9.332, -1.847, -4.743], [10.493, -2.652, -3.663], [-7.795, -5.012, 3.613], [-8.635, -5.413, 2.108], [-6.441, -6.107, 3.913], [-7.415, -3.999, 3.540], [-8.498, -5.092, 4.433], [-8.271, -8.661, 6.431], [-7.819, -8.175, 8.071], [-9.970, -9.098, 6.317], [-8.074, -7.836, 5.758], [-7.682, -9.521, 6.149], [-5.928, -10.140, 3.192], [-5.284, -9.556, 4.728], [-7.657, -10.563, 3.249], [-5.795, -9.358, 2.453], [-5.372, -11.025, 2.908], [-5.058, 2.785, 3.941], [-5.453, 1.068, 4.076], [-4.224, 3.146, 2.426], [-5.977, 3.358, 3.978], [-4.412, 3.060, 4.766], [-3.745, 9.474, -7.641], [-5.376, 9.123, -8.231], [-2.656, 9.920, -8.966], [-3.805, 10.305, -6.942], [-3.354, 8.593, -7.148], [-9.382, -13.685, 4.594], [-9.434, -12.048, 5.248], [-9.019, -14.886, 5.843], [-10.347, -13.916, 4.161], [-8.609, -13.730, 3.835], [4.382, 4.823, 5.122], [4.910, 5.523, 6.660], [2.704, 4.265, 5.203], [4.460, 5.580, 4.351], [5.021, 3.980, 4.882], [-5.272, 12.966, -6.357], [-5.025, 11.498, -5.402], [-5.892, 14.295, -5.372], [-4.323, 13.264, -6.786], [-5.988, 12.750, -7.142], [-10.721, -10.165, 0.844], [-9.214, -9.257, 0.701], [-10.432, -11.868, 1.235], [-11.317, -9.725, 1.634], [-11.249, -10.113, -0.100]], "mulliken_charge": [-0.286, -0.082, -0.050, -0.313, 0.988, -1.657, -0.794, -0.861, -1.363, 0.248, 0.411, -1.220, -0.145, -0.491, -0.126, -0.833, -1.087, 0.380, -0.597, -0.162, 0.340, -0.308, -0.276, 0.371, -0.297, -0.219, 0.447, -0.423, 0.101, 0.173, 0.161, 0.093, 0.341, 0.635, 0.551, 0.707, 0.383, 0.392, 0.474, 0.423, -0.214, 0.144, 0.063, 0.036, 0.354, 0.407, 0.162, 0.102, 0.495, 0.023, 0.155, 0.369, 0.305, 0.262, 0.389, -0.079, 0.459, -0.177, -0.192, 0.265, -0.344, 0.007, -0.133, -0.116, 0.187, 0.061, -0.022, -0.176, -0.213, 0.306, 0.053, 0.121, -0.139, -0.191, -0.173, 0.372, -0.419, 0.057, -0.191, 0.255, 0.307, -0.297, -0.199, 0.001, 0.315, 0.177, -0.242, -0.128, -0.154, 0.227, 0.316, 0.061, -0.164, -0.155, -0.007, 0.258, -0.456, 0.055, -0.185, 0.297, 0.273, -0.371, -0.139, -0.121, 0.294, 0.347, 0.484, -0.177, -0.172, -0.134, -0.018, -0.353, -0.150, -0.026, 0.232, 0.328, -0.429, -0.139, -0.046, 0.312, 0.298, 0.761, -0.156, -0.178, -0.124, -0.269, -0.343, -0.037, -0.174, 0.306, 0.239, 0.075, -0.191, -0.167, 0.242, 0.027, -0.275, -0.140, -0.162, 0.295, 0.298, -0.344, -0.102, -0.140, 0.256, 0.327]}

Entry 2:
{"formula": "C35H68Cl9F9O16", "method": "ωB97M-V/def2-TZVPD", "orbital_gap_ev": 9.907, "lumo_ha": 0.0103, "multiplicity": 1, "total_energy_ev": -207310.9661, "smiles": "CCOC(=O)C(F)(F)F.CCOC(=O)C(F)(F)F.CCOC(=O)C(F)(F)F.ClC(Cl)Cl.ClC(Cl)Cl.ClC(Cl)Cl.COCCOC.COCCOC.COCCOC.COCCOC.COCCOC", "e_homo_ev": -9.63, "elements": ["C", "C", "O", "C", "O", "C", "F", "F", "F", "H", "H", "H", "H", "H", "C", "C", "O", "C", "O", "C", "F", "F", "F", "H", "H", "H", "H", "H", "C", "C", "O", "C", "O", "C", "F", "F", "F", "H", "H", "H", "H", "H", "Cl", "C", "Cl", "Cl", "H", "Cl", "C", "Cl", "Cl", "H", "Cl", "C", "Cl", "Cl", "H", "C", "O", "C", "C", "O", "C", "H", "H", "H", "H", "H", "H", "H", "H", "H", "H", "C", "O", "C", "C", "O", "C", "H", "H", "H", "H", "H", "H", "H", "H", "H", "H", "C", "O", "C", "C", "O", "C", "H", "H", "H", "H", "H", "H", "H", "H", "H", "H", "C", "O", "C", "C", "O", "C", "H", "H", "H", "H", "H", "H", "H", "H", "H", "H", "C", "O", "C", "C", "O", "C", "H", "H", "H", "H", "H", "H", "H", "H", "H", "H"], "xyz": [[2.412, -2.112, -5.387], [2.417, -0.571, -5.409], [1.212, -0.127, -6.009], [0.315, 0.704, -5.442], [0.316, 1.176, -4.327], [-0.901, 0.933, -6.357], [-0.820, 2.143, -6.921], [-1.156, 0.007, -7.280], [-1.971, 0.838, -5.521], [2.373, -2.402, -6.409], [1.570, -2.621, -4.944], [3.345, -2.469, -4.958], [3.232, -0.145, -6.026], [2.515, -0.238, -4.383], [-1.510, -1.669, 1.822], [-1.115, -2.823, 0.934], [-2.315, -3.302, 0.359], [-2.260, -4.464, -0.236], [-1.315, -5.262, -0.239], [-3.625, -4.832, -0.845], [-3.818, -3.930, -1.855], [-3.664, -6.048, -1.323], [-4.624, -4.783, 0.047], [-2.146, -0.992, 1.233], [-0.685, -1.033, 2.138], [-2.043, -1.920, 2.758], [-0.594, -3.622, 1.468], [-0.414, -2.483, 0.141], [-2.374, -0.766, -1.851], [-1.922, 0.665, -1.936], [-3.084, 1.578, -1.671], [-3.554, 1.738, -0.450], [-3.088, 1.322, 0.607], [-4.678, 2.725, -0.548], [-5.647, 2.253, -1.299], [-5.140, 2.943, 0.676], [-4.305, 3.863, -1.099], [-1.461, -1.348, -2.049], [-3.084, -0.961, -2.647], [-2.772, -1.101, -0.837], [-1.574, 0.975, -2.892], [-1.266, 0.860, -1.132], [-2.209, 0.078, 6.599], [-3.290, 1.203, 5.740], [-5.012, 0.943, 6.204], [-3.180, 0.747, 3.999], [-2.915, 2.204, 5.858], [6.051, -0.384, -0.680], [6.320, -1.400, 0.688], [7.689, -0.670, 1.553], [6.692, -3.051, 0.215], [5.439, -1.387, 1.347], [0.772, 5.328, 5.612], [-0.928, 5.065, 5.991], [-1.555, 6.500, 6.684], [-1.235, 3.784, 7.099], [-1.412, 4.850, 5.055], [1.876, -5.659, 1.104], [1.768, -4.311, 1.534], [2.502, -3.441, 0.707], [2.506, -2.071, 1.315], [3.472, -2.150, 2.314], [3.579, -0.943, 3.020], [2.941, -5.947, 0.951], [1.313, -5.756, 0.138], [1.508, -6.357, 1.827], [2.103, -3.396, -0.331], [3.579, -3.710, 0.594], [1.492, -1.762, 1.680], [2.695, -1.298, 0.532], [3.879, -0.103, 2.372], [4.378, -1.067, 3.804], [2.613, -0.720, 3.456], [-0.822, -7.781, -4.300], [0.003, -6.581, -4.229], [0.034, -5.956, -2.979], [0.609, -4.583, -3.127], [-0.391, -3.568, -3.360], [-1.212, -3.855, -4.463], [-0.554, -8.284, -5.208], [-1.880, -7.518, -4.244], [-0.537, -8.539, -3.469], [0.752, -6.422, -2.282], [-0.932, -5.876, -2.438], [1.275, -4.638, -4.030], [0.960, -4.345, -2.122], [-0.587, -4.114, -5.359], [-1.920, -3.020, -4.557], [-1.851, -4.729, -4.256], [0.413, 1.561, 2.827], [1.225, 1.055, 1.783], [0.797, 1.582, 0.532], [1.523, 0.903, -0.660], [0.951, -0.391, -0.864], [1.529, -0.935, -2.066], [-0.644, 1.339, 2.705], [0.625, 2.637, 2.930], [0.720, 1.046, 3.758], [0.897, 2.704, 0.521], [-0.267, 1.377, 0.386], [2.571, 0.834, -0.470], [1.424, 1.545, -1.512], [2.564, -0.708, -2.130], [0.984, -0.570, -2.915], [1.521, -2.023, -2.030], [-2.077, 4.238, 1.918], [-2.508, 4.833, 3.148], [-3.918, 4.559, 3.280], [-4.333, 5.175, 4.585], [-4.004, 4.395, 5.722], [-4.653, 4.896, 6.887], [-2.577, 4.683, 1.082], [-2.151, 3.167, 1.886], [-1.040, 4.481, 1.854], [-3.991, 3.443, 3.288], [-4.552, 4.964, 2.460], [-5.401, 5.305, 4.653], [-3.885, 6.214, 4.711], [-5.748, 4.653, 6.773], [-4.565, 6.010, 6.817], [-4.156, 4.556, 7.778], [2.680, 3.537, -3.069], [2.920, 3.159, -1.752], [3.897, 4.003, -1.127], [4.058, 3.800, 0.326], [2.963, 4.400, 0.968], [3.304, 4.655, 2.343], [2.540, 4.620, -3.101], [1.839, 3.012, -3.495], [3.556, 3.276, -3.734], [3.607, 5.111, -1.243], [4.832, 3.800, -1.651], [5.052, 4.163, 0.613], [4.103, 2.775, 0.665], [4.091, 5.448, 2.418], [3.695, 3.747, 2.831], [2.428, 4.959, 2.914]], "mulliken_charge": [-1.048, 0.205, -0.334, 0.445, -0.422, 0.806, -0.256, -0.244, -0.201, 0.489, -0.005, 0.440, 0.381, -0.024, -0.772, 0.632, -0.344, 0.465, -0.578, 0.830, -0.206, -0.247, -0.270, 0.056, -0.086, 0.369, 0.691, -0.369, -0.155, 2.119, -0.565, 0.014, -0.569, 0.941, -0.279, -0.228, -0.275, -0.405, 0.616, 0.008, 0.005, -1.500, -0.151, 0.984, -0.145, -0.076, -0.685, -0.146, 1.152, -0.158, -0.149, -0.688, -0.178, 1.308, -0.157, -0.149, -0.833, -0.540, -0.384, -0.238, 1.143, -0.546, -0.501, 0.324, 0.013, 0.302, -0.158, 0.472, -0.536, -0.207, 0.071, 0.348, 0.267, -0.740, -0.416, -1.075, 1.254, 0.643, -1.046, 0.304, 0.268, 0.282, 0.495, 0.248, 0.477, -1.411, 0.364, 0.180, 0.188, -0.567, 0.309, 0.773, -1.624, 1.710, -0.933, -0.046, -0.011, 0.320, 0.367, -1.023, 0.920, -0.344, 0.658, 0.131, -0.664, -0.457, -0.467, -0.090, -0.999, 0.138, -0.906, 0.442, -0.046, 0.334, 0.058, 0.334, 0.517, 0.355, 0.255, 0.346, 0.277, -0.655, -0.039, -0.751, -0.257, -0.283, -0.708, 0.361, 0.027, 0.276, 0.293, 0.388, 0.535, 0.069, 0.357, 0.311, 0.108]}